20
Properties=species:S:1:pos:R:3 method="wB97M-V/def2-TZVPD" charge=0 max_force_ev_per_a=4.410 multiplicity=1 relative_energy_kcal_mol=0.0 e_homo_ev=-9.426
S -2.7700 -0.3418 0.1035
P -3.2586 1.8637 1.8709
O -2.9130 0.2202 1.7502
O -2.9334 -1.7583 0.2653
N -3.6363 2.5321 0.5829
C 1.7798 -0.3299 -0.7065
C -0.2476 0.9934 -0.3592
C -0.2720 -1.3986 0.0598
C 1.1447 0.9288 -0.6292
C -0.8945 -0.1385 -0.0859
C 3.2104 -0.4364 -1.0238
C 1.1027 -1.4835 -0.2640
H 1.5593 -2.4721 -0.4580
H -2.8866 1.7658 3.3361
H 3.6339 -1.4571 -1.4036
H -0.8704 -2.3132 0.1070
H 3.5545 0.3958 -1.7163
H 1.7605 1.8289 -0.9981
H -0.7009 1.9977 -0.4006
H 3.6375 -0.3969 -0.0304



19
Properties=species:S:1:pos:R:3 method="wB97M-V/def2-TZVPD" charge=-1 max_force_ev_per_a=5.834 multiplicity=1 relative_energy_kcal_mol=11.5 e_homo_ev=-5.027
O 2.6542 -2.1190 -0.0781
O 3.1431 2.2831 0.2050
O 4.3051 -0.7017 0.1586
N 2.1888 0.1475 0.1029
C 0.7627 0.1090 -0.0211
C 2.2679 1.4673 0.1848
C -1.1610 -0.3090 1.5064
C 0.7293 1.6142 0.0718
C -0.0188 -0.6454 1.0400
C 3.1549 -1.0324 0.0719
C 0.3578 -0.6127 -1.3539
H -1.7575 -0.9843 2.2683
H -0.5428 -1.4620 -1.1378
H -1.8197 0.5592 0.9799
H 0.3641 2.0929 1.0507
H 1.2855 -1.2349 -1.6540
H 0.6508 -1.5170 1.3899
H -0.0952 0.0212 -2.1640
H 0.1614 2.1428 -0.7470



no.,HOMO-LUMO gap (Ha)
1,0.3326
2,0.3117